Record 1
Density functional theory data (ωB97M-V/def2-TZVPD) for a molecular structure, C8H21ClGdIO2P2 in a non-equilibrium geometry.

Last column: Löwdin charge in e.
Atoms and positions in Å:
1 C -0.23 -3.78 -2.18  -0.349
2 I 1.62 -2.65 -1.58  0.905
3 H -1.10 -3.28 -1.75  -0.020
4 H -0.11 -4.82 -1.83  0.031
5 H -0.25 -3.80 -3.27  0.030
6 Gd -0.07 -0.77 -0.16  0.771
7 P 0.08 1.30 -2.00  0.658
8 C 1.45 1.85 -3.04  -0.247
9 C -1.12 0.70 -3.25  -0.267
10 H -1.54 2.70 -0.86  0.058
11 H -0.91 3.44 -2.37  0.071
12 H 0.08 3.43 -0.88  0.060
13 C -0.65 2.87 -1.47  -0.233
14 H -2.07 0.40 -2.77  -0.006
15 H -1.31 1.53 -3.96  0.071
16 H 1.03 2.48 -3.83  0.079
17 H 1.96 0.98 -3.47  0.063
18 H -0.72 -0.17 -3.79  0.058
19 H 2.16 2.43 -2.43  0.058
20 C 2.40 0.47 -0.40  -0.119
21 O 3.53 0.64 -0.53  0.138
22 Cl -2.56 -0.83 -0.51  -0.073
23 C 0.88 0.92 4.30  -0.144
24 P -0.05 -0.40 3.50  0.617
25 C 0.47 -1.91 4.28  -0.158
26 C -1.77 -0.08 3.80  -0.152
27 O 0.24 -0.47 1.98  -0.597
28 H 1.03 0.65 5.35  0.077
29 H 0.29 1.84 4.26  0.069
30 H 1.84 1.09 3.81  0.071
31 H 0.37 -1.84 5.37  0.082
32 H -0.13 -2.78 3.95  0.077
33 H 1.53 -2.12 4.06  0.079
34 H -2.07 0.78 3.18  0.078
35 H -2.39 -0.96 3.53  0.080
36 H -1.91 0.17 4.86  0.086

## Properties
net charge: +2
E: -72755.9193 eV
⟨S²⟩: 15.9669
spin multiplicity: 8
energy above the lowest of the compared OMol25 structures with the same formula, charge and spin: 0.00 kcal per mole

***

Record 2
Density functional theory data (ωB97M-V/def2-TZVPD) for 7 unconnected molecules or ions with the total composition C33H75BrN4O8 in a non-equilibrium geometry.

Last column: Löwdin charge in e.
Atoms and positions in Å:
1 C 3.40 -0.34 2.05  -0.067
2 C 3.47 -0.38 0.54  -0.268
3 O 4.59 0.40 0.12  -0.149
4 C 4.59 0.67 -1.27  -0.176
5 C 4.78 2.19 -1.57  -0.128
6 O 4.61 3.05 -0.45  -0.018
7 C 3.33 3.33 -0.18  -0.458
8 N 2.70 4.03 -1.10  0.167
9 N 1.43 4.28 -0.85  0.144
10 C 0.94 3.82 0.29  -0.371
11 C -0.51 4.04 0.52  -0.123
12 C -1.29 3.20 -0.51  -0.274
13 C -2.03 2.04 0.14  -0.566
14 Br -2.09 0.55 -1.14  0.643
15 N 1.61 3.17 1.22  0.146
16 N 2.88 2.90 0.97  0.180
17 H 2.38 -0.17 2.37  0.067
18 H 3.96 0.53 2.37  0.069
19 H 3.81 -1.24 2.50  0.067
20 H 3.52 -1.39 0.15  0.119
21 H 2.57 0.12 0.17  0.100
22 H 3.67 0.35 -1.74  0.112
23 H 5.40 0.11 -1.74  0.120
24 H 5.79 2.34 -1.93  0.120
25 H 4.13 2.45 -2.39  0.110
26 H -0.72 5.09 0.36  0.114
27 H -0.76 3.77 1.53  0.109
28 H -0.61 2.78 -1.23  0.065
29 H -2.02 3.81 -1.03  0.095
30 H -3.05 2.25 0.40  0.053
31 H -1.52 1.65 1.01  0.052
32 C 0.76 1.73 -5.34  -0.075
33 C 1.12 0.27 -5.57  -0.281
34 O 0.56 -0.60 -4.61  -0.163
35 C -0.85 -0.64 -4.55  -0.298
36 C -1.51 -1.11 -5.84  -0.073
37 H 1.00 2.04 -4.32  0.075
38 H 1.32 2.37 -6.04  0.076
39 H -0.30 1.92 -5.50  0.067
40 H 2.20 0.15 -5.48  0.116
41 H 0.85 -0.04 -6.58  0.107
42 H -1.25 0.34 -4.24  0.085
43 H -1.10 -1.34 -3.75  0.091
44 H -1.37 -0.39 -6.65  0.066
45 H -2.59 -1.23 -5.69  0.077
46 H -1.09 -2.06 -6.16  0.083
47 C -0.60 -6.88 -2.11  -0.080
48 C -0.10 -6.02 -0.97  -0.281
49 O 0.42 -4.77 -1.38  -0.156
50 C -0.49 -3.91 -2.05  -0.279
51 C -1.69 -3.52 -1.21  -0.081
52 H 0.17 -7.00 -2.87  0.081
53 H -0.88 -7.87 -1.74  0.075
54 H -1.48 -6.45 -2.60  0.066
55 H 0.72 -6.52 -0.47  0.117
56 H -0.89 -5.87 -0.22  0.102
57 H -0.81 -4.35 -3.00  0.109
58 H 0.09 -3.02 -2.31  0.112
59 H -2.33 -4.37 -1.01  0.064
60 H -2.29 -2.77 -1.73  0.057
61 H -1.37 -3.11 -0.25  0.078
62 C -4.64 -5.89 3.17  -0.071
63 C -3.43 -5.50 2.35  -0.282
64 O -3.60 -4.31 1.60  -0.173
65 C -3.85 -3.13 2.35  -0.279
66 C -2.72 -2.76 3.30  -0.077
67 H -5.54 -5.92 2.55  0.082
68 H -4.49 -6.87 3.62  0.069
69 H -4.83 -5.18 3.98  0.068
70 H -3.23 -6.28 1.61  0.116
71 H -2.54 -5.43 2.98  0.103
72 H -4.80 -3.21 2.88  0.108
73 H -3.96 -2.34 1.61  0.116
74 H -2.62 -3.49 4.11  0.066
75 H -2.92 -1.79 3.75  0.075
76 H -1.77 -2.72 2.77  0.078
77 C -2.11 8.65 -3.13  -0.079
78 C -1.75 7.20 -3.38  -0.278
79 O -2.32 6.30 -2.45  -0.175
80 C -3.73 6.26 -2.40  -0.285
81 C -4.38 5.83 -3.71  -0.077
82 H -1.88 8.93 -2.10  0.081
83 H -1.55 9.30 -3.80  0.077
84 H -3.17 8.84 -3.30  0.066
85 H -0.67 7.07 -3.29  0.119
86 H -2.01 6.91 -4.41  0.108
87 H -4.13 7.22 -2.07  0.108
88 H -3.98 5.53 -1.63  0.111
89 H -4.23 6.57 -4.50  0.067
90 H -5.45 5.70 -3.58  0.077
91 H -3.95 4.88 -4.06  0.082
92 C 4.10 6.64 0.66  -0.079
93 C 5.52 6.18 0.98  -0.270
94 O 6.52 6.92 0.30  -0.155
95 C 6.57 8.30 0.59  -0.285
96 C 6.85 8.62 2.04  -0.082
97 H 3.94 6.66 -0.42  0.081
98 H 3.37 5.96 1.11  0.062
99 H 3.91 7.64 1.04  0.068
100 H 5.64 5.15 0.66  0.106
101 H 5.69 6.19 2.06  0.111
102 H 5.65 8.79 0.25  0.107
103 H 7.37 8.70 -0.03  0.117
104 H 6.02 8.32 2.69  0.065
105 H 6.99 9.70 2.17  0.075
106 H 7.74 8.10 2.38  0.082
107 C -3.07 -9.17 7.80  -0.080
108 C -3.24 -9.63 6.36  -0.281
109 O -2.87 -8.65 5.40  -0.171
110 C -1.52 -8.22 5.43  -0.281
111 C -0.52 -9.33 5.17  -0.078
112 H -3.59 -8.22 7.96  0.082
113 H -3.48 -9.91 8.48  0.076
114 H -2.02 -9.02 8.06  0.066
115 H -4.29 -9.84 6.17  0.118
116 H -2.69 -10.56 6.18  0.108
117 H -1.30 -7.71 6.38  0.109
118 H -1.44 -7.47 4.65  0.110
119 H -0.51 -10.07 5.97  0.066
120 H 0.49 -8.91 5.09  0.077
121 H -0.76 -9.85 4.24  0.083

## Properties
net charge: 0
E: -127814.4430 eV

***

Record 3
Density functional theory data (ωB97M-V/def2-TZVPD) for a molecular structure, C32H43N3OSc in a non-equilibrium geometry.

Last column: Löwdin charge in e.
Atoms and positions in Å:
1 Sc 0.06 -0.63 1.15  0.843
2 N -0.40 -2.28 2.61  -0.047
3 N 0.35 -2.44 -0.62  -0.154
4 C 1.67 1.35 0.46  -0.264
5 C 2.48 0.21 0.75  -0.261
6 C 2.24 -0.16 2.11  -0.297
7 C 2.97 -1.20 2.90  -0.050
8 H 3.59 -1.83 2.24  0.071
9 H 2.27 -1.85 3.44  0.076
10 H 3.63 -0.74 3.64  0.078
11 C 1.32 0.78 2.68  -0.306
12 C 0.95 0.90 4.11  -0.048
13 H 1.73 1.43 4.68  0.080
14 H 0.81 -0.09 4.57  0.074
15 H 0.02 1.47 4.23  0.067
16 C 0.98 1.72 1.65  -0.287
17 C 0.32 3.03 1.88  -0.054
18 H -0.41 2.97 2.69  0.067
19 H -0.19 3.38 0.97  0.066
20 H 1.05 3.81 2.16  0.089
21 C 3.53 -0.37 -0.13  -0.046
22 H 4.49 -0.45 0.41  0.080
23 H 3.70 0.25 -1.01  0.061
24 H 3.27 -1.38 -0.48  0.071
25 C 1.66 2.14 -0.81  -0.039
26 H 0.63 2.28 -1.17  0.073
27 H 2.21 1.64 -1.60  0.059
28 H 2.10 3.15 -0.67  0.084
29 C -1.12 -2.66 3.69  -0.223
30 H -1.22 -1.93 4.50  0.079
31 C -1.77 -3.89 3.73  -0.145
32 H -2.39 -4.12 4.58  0.077
33 C -1.64 -4.78 2.65  -0.185
34 H -2.21 -5.70 2.62  0.065
35 C -0.77 -4.47 1.63  -0.082
36 H -0.56 -5.12 0.79  0.090
37 C -0.12 -3.21 1.65  -0.352
38 C 0.84 -2.81 0.63  -0.256
39 H 1.88 -3.15 0.67  0.093
40 C 0.06 -1.12 -0.97  -0.112
41 C 0.26 -3.27 -1.74  -0.050
42 H 0.40 -4.33 -1.68  0.107
43 C 0.06 -2.47 -2.80  -0.091
44 H -0.02 -2.70 -3.84  0.105
45 N 0.04 -1.16 -2.33  -0.070
46 C 0.15 -0.04 -3.20  -0.145
47 C 1.37 0.22 -3.84  -0.199
48 C 1.46 1.35 -4.67  -0.015
49 H 2.41 1.59 -5.16  0.112
50 C 0.35 2.19 -4.88  -0.276
51 C 0.45 3.41 -5.76  -0.067
52 H 0.43 4.33 -5.17  0.079
53 H -0.39 3.46 -6.47  0.075
54 H 1.39 3.39 -6.33  0.069
55 C -0.87 1.85 -4.30  -0.014
56 H -1.75 2.47 -4.46  0.114
57 C -1.00 0.70 -3.51  -0.199
58 C -2.33 0.22 -3.04  -0.037
59 H -2.63 -0.71 -3.54  0.091
60 H -3.09 0.98 -3.27  0.074
61 H -2.35 0.04 -1.95  0.047
62 C 2.56 -0.67 -3.69  -0.038
63 H 2.52 -1.53 -4.38  0.086
64 H 2.69 -1.07 -2.68  0.064
65 H 3.47 -0.11 -3.94  0.078
66 C -3.53 0.95 3.33  -0.079
67 C -2.58 -0.01 2.66  -0.218
68 O -1.70 0.56 1.64  -0.290
69 C -2.36 1.18 0.49  -0.228
70 C -2.97 2.51 0.82  -0.073
71 H -3.09 1.94 3.48  0.082
72 H -3.76 0.55 4.33  0.082
73 H -4.48 1.01 2.79  0.071
74 H -1.90 -0.40 3.41  0.078
75 H -3.11 -0.86 2.20  0.133
76 H -1.57 1.29 -0.27  0.096
77 H -3.10 0.46 0.11  0.117
78 H -3.86 2.40 1.44  0.051
79 H -2.24 3.16 1.31  0.060
80 H -3.28 3.00 -0.11  0.083

## Properties
net charge: -1
E: -61098.4328 eV
energy above the lowest of the compared OMol25 structures with the same formula, charge and spin: 0.00 kcal per mole

***

Record 4
Density functional theory data (ωB97M-V/def2-TZVPD) for a single C8H6Cl8Si molecule in a non-equilibrium geometry.

Last column: Löwdin charge in e.
Atoms and positions in Å:
1 C 0.86 2.90 0.48  -0.254
2 Si -0.36 1.74 1.29  -0.128
3 Cl -2.27 2.59 1.18  0.284
4 Cl -0.04 1.78 3.40  0.253
5 C -0.47 -0.01 0.61  -0.377
6 C 0.71 -0.98 0.88  -0.193
7 C 0.79 -1.72 -0.47  -0.922
8 Cl 2.26 -2.64 -0.60  0.738
9 C -0.50 -2.51 -0.63  -0.691
10 Cl -0.83 -4.16 -0.19  0.704
11 C -1.45 -1.58 -0.96  -0.718
12 Cl -3.15 -1.94 -1.21  0.700
13 C -0.82 -0.24 -0.92  -0.821
14 Cl -1.76 1.05 -1.71  0.690
15 C 0.58 -0.60 -1.52  -1.118
16 Cl 0.56 -1.26 -3.19  0.688
17 Cl 1.86 0.57 -1.35  0.785
18 H 0.89 2.59 -0.57  -0.035
19 H 1.84 2.88 0.94  0.033
20 H 0.46 3.91 0.52  0.035
21 H -1.34 -0.35 1.18  0.109
22 H 1.60 -0.35 1.08  0.097
23 H 0.56 -1.65 1.74  0.141

## Properties
net charge: 0
E: -116453.5327 eV
energy above the lowest of the compared OMol25 structures with the same formula, charge and spin: 1.50 kcal per mole

***

Record 5
Density functional theory data (ωB97M-V/def2-TZVPD) for 2 unconnected molecules or ions with the total composition C4H13NP in a non-equilibrium geometry.

Last column: Löwdin charge in e.
Atoms and positions in Å:
1 C 0.01 0.09 1.52  -0.121
2 C 1.95 1.65 -0.89  0.135
3 C -2.15 -0.47 -0.41  0.042
4 C 0.26 -0.21 0.10  -0.647
5 N -0.76 0.03 -0.79  -0.056
6 P 1.18 -1.80 -0.22  0.884
7 H -0.37 -0.71 2.14  0.091
8 H -0.61 1.03 1.48  0.112
9 H 0.96 0.31 1.97  0.083
10 H 2.37 2.05 -0.04  -0.018
11 H 1.01 2.15 -1.22  0.020
12 H 2.64 1.42 -1.68  0.019
13 H -2.96 -0.01 -0.94  0.107
14 H -2.17 -1.49 -0.40  0.068
15 H -2.20 -0.10 0.66  0.117
16 H -0.56 -0.54 -1.71  0.216
17 H -0.93 0.99 -0.72  0.132
18 H 2.16 -1.86 0.76  -0.082
19 H 0.16 -2.51 0.39  -0.101

## Properties
net charge: +1
E: -15125.6088 eV
energy above the lowest of the compared OMol25 structures with the same formula, charge and spin: 137.30 kcal per mole